{
  "formula": "C4H11NO",
  "method": "ωB97M-V/def2-TZVPD",
  "gap_ev": 9.66,
  "e_tot_ha": -288.96450,
  "homo_energy_ha": -0.3212,
  "e_above_lowest_kcal_mol": 32.96,
  "elements": ["C", "C", "C", "C", "N", "O", "H", "H", "H", "H", "H", "H", "H", "H", "H", "H", "H"],
  "positions_angstrom": [[0.116729, -0.452765, -0.223448], [-1.458000, -0.508347, -0.728465], [-0.053968, -0.061553, 1.215449], [0.919119, 0.516117, -1.079356], [1.379621, -0.095615, 1.830824], [-1.929832, 0.743923, -1.189183], [-1.947840, 1.363309, -0.442923], [0.503058, -1.472837, -0.306260], [1.995686, 0.640348, 1.490034], [1.808149, -1.018928, 1.787663], [-1.468758, -1.191353, -1.582306], [-2.152017, -0.918893, 0.011460], [-0.445262, 0.949199, 1.347186], [-0.638237, -0.789078, 1.782482], [0.701190, 1.558594, -0.827599], [1.992159, 0.354206, -0.946366], [0.678205, 0.383675, -2.139192]],
  "forces_ev_per_angstrom": [[-3.9, 0.1, -0.7], [1.9, -0.3, -0.7], [4.2, -0.5, 0.9], [0.0, -0.1, 0.0], [-1.7, 0.5, 0.6], [0.0, 0.3, 0.3], [0.0, -0.3, -0.3], [0.0, 0.1, 0.1], [-0.3, -0.5, -0.1], [-0.2, 0.5, -0.3], [-0.2, 0.2, -0.1], [0.4, 0.0, 0.3], [0.0, -0.1, 0.0], [-0.1, 0.2, -0.1], [0.0, -0.1, 0.0], [-0.1, 0.0, 0.0], [0.1, 0.0, 0.1]]
}

{
  "formula": "C3H5N3O",
  "method": "ωB97M-V/def2-TZVPD",
  "gap_ev": 11.10,
  "e_tot_ha": -356.77987,
  "homo_energy_ha": -0.3863,
  "e_above_lowest_kcal_mol": 48.64,
  "elements": ["O", "C", "C", "N", "N", "C", "N", "H", "H", "H", "H", "H"],
  "positions_angstrom": [[-2.842405, 0.742292, -0.035688], [-1.641740, 0.034109, 0.139737], [-0.514760, 0.736926, -0.509536], [0.303866, 1.316667, -1.084993], [2.918712, 0.435044, 0.184148], [2.164223, -0.482604, 0.460553], [1.384982, -1.339831, 0.880394], [-2.953499, 0.923837, -0.978092], [-1.681682, -0.989592, -0.258647], [-1.453601, -0.038884, 1.213108], [2.711918, 0.963536, -0.658241], [1.603989, -2.301500, 0.647256]],
  "forces_ev_per_angstrom": [[-0.1, 0.0, -0.2], [0.2, -0.1, 0.1], [0.7, 0.5, -0.5], [-0.8, -0.5, 0.5], [-0.4, -0.5, 0.2], [0.1, 0.1, 0.0], [0.4, 0.3, -0.1], [-0.1, 0.0, 0.2], [0.0, 0.2, 0.0], [0.0, 0.0, -0.2], [0.0, 0.0, 0.1], [0.0, 0.0, 0.0]]
}